1.
Formula: C30H36N3
Source: the OMol25 dataset
Level of theory: wB97M-V/def2-TZVPD

```
69
Properties=species:S:1:pos:R:3:lowdin_charge:R:1
C 3.323 -2.530 3.016 -0.0216
C 3.881 -1.758 1.815 -0.5429
C 5.365 -1.462 2.016 -0.0460
C 3.665 -2.570 0.543 -0.0273
C 3.137 -0.448 1.709 -0.0963
N 3.726 0.724 2.016 0.1842
C 2.818 1.772 1.961 -0.1814
C 1.566 1.228 1.623 -0.1343
C 0.500 2.094 1.390 -0.0315
C 0.752 3.474 1.340 -0.0571
C 2.029 3.989 1.612 -0.0600
C 3.087 3.135 1.976 0.0095
C 1.778 -0.199 1.362 -0.1000
C 0.873 -1.053 0.730 0.0876
C -0.487 -1.083 1.129 -0.1939
C -0.918 -0.451 2.337 -0.0007
C -2.261 -0.179 2.554 -0.0170
C -3.245 -0.726 1.724 -0.2291
C -4.678 -0.480 2.074 -0.0305
C -2.842 -1.540 0.648 -0.0108
C -1.498 -1.691 0.334 0.0204
H 2.266 -2.787 2.860 0.0901
H 3.898 -3.457 3.169 0.1033
H 3.388 -1.921 3.928 0.0992
H 5.767 -0.906 1.158 0.1022
H 5.530 -0.900 2.946 0.0918
H 5.935 -2.398 2.100 0.1030
H 3.828 -1.943 -0.344 0.0963
H 4.366 -3.418 0.497 0.1072
H 2.643 -2.964 0.516 0.0778
H 4.703 0.860 2.264 0.1664
H -0.515 1.718 1.263 0.1041
H -0.054 4.160 1.064 0.1143
H 2.182 5.065 1.515 0.1126
H 4.082 3.489 2.246 0.1202
H 1.214 -1.624 -0.145 0.1317
H -0.186 -0.108 3.069 0.1324
H -2.583 0.461 3.383 0.1343
H -5.348 -1.072 1.446 0.0853
H -4.882 -0.752 3.118 0.0975
H -4.946 0.581 1.977 0.0991
H -3.602 -2.069 0.056 0.1129
H -1.179 -2.256 -0.553 0.1282
C -2.831 2.594 -2.558 -0.0892
N -2.943 1.168 -2.451 -0.2057
C -4.330 0.714 -2.359 -0.1804
C -4.278 -0.788 -2.632 -0.1531
C -2.925 -1.054 -3.297 -0.1124
C -2.192 0.314 -3.356 -0.2770
C -0.712 0.261 -3.046 -0.1390
C -0.154 0.892 -1.918 -0.0325
C 1.234 0.924 -1.763 -0.0601
C 1.978 0.030 -2.555 -0.1607
N 1.408 -0.698 -3.499 0.0488
C 0.161 -0.487 -3.883 -0.0825
H -1.796 2.930 -2.578 0.0785
H -3.352 3.008 -3.430 0.0903
H -3.315 3.007 -1.667 0.0904
H -4.786 0.963 -1.380 0.1184
H -4.956 1.216 -3.132 0.1228
H -4.306 -1.351 -1.693 0.0718
H -5.110 -1.076 -3.280 0.1134
H -2.355 -1.786 -2.710 0.1002
H -3.047 -1.412 -4.324 0.1153
H -2.285 0.675 -4.415 0.1615
H -0.809 1.369 -1.177 0.1044
H 1.736 1.601 -1.058 0.1062
H 3.057 -0.097 -2.431 0.1047
H -0.171 -0.922 -4.852 0.1352
```

Values from the calculation:
- ΔE to the lowest compared entry with this formula, charge and spin (eV) = 0.000
- highest occupied orbital energy (eV) = -10.7
- net charge = +1
- frontier orbital gap (eV) = 5.77

2.
Formula: C41H34N2O17P2S
Source: the OMol25 dataset
Level of theory: wB97M-V/def2-TZVPD

```
97
Properties=species:S:1:pos:R:3:lowdin_charge:R:1
N -4.411 0.344 -0.354 -0.1445
P -4.980 0.105 -1.974 0.8916
O -5.128 1.611 -2.605 -0.2952
C -3.490 -0.701 -2.811 -0.2487
C -2.510 0.039 -3.374 -0.0937
C -1.398 -0.522 -3.964 -0.0419
C -1.222 -1.863 -3.984 -0.1874
C 0.032 -2.443 -4.578 -0.1402
C 1.297 -1.905 -3.856 -0.1754
C 2.149 -3.002 -3.241 -0.2597
O 2.448 -4.037 -4.162 -0.0569
C -2.234 -2.628 -3.436 -0.4626
S -1.957 -4.390 -3.497 0.8947
C -3.369 -2.088 -2.864 -0.2311
P -4.728 -3.031 -2.096 0.3987
O -4.718 -2.766 -0.653 -0.2688
O -4.656 -4.597 -2.356 -0.1614
O -6.120 -2.621 -2.723 -0.1267
C -0.536 0.617 -4.502 -0.3112
O 0.639 0.678 -4.759 0.1391
N -1.443 1.742 -4.570 0.1475
C -2.328 1.538 -3.463 -0.3295
O -2.720 2.427 -2.748 0.0834
H -3.926 -0.525 -0.129 0.0097
H -3.682 1.063 -0.339 0.0315
H -4.671 2.241 -2.031 0.0390
H 0.047 -2.201 -5.638 0.1304
H 0.067 -3.522 -4.519 0.0474
H 1.006 -1.199 -3.082 0.1143
H 1.871 -1.328 -4.571 0.0885
H 3.072 -2.536 -2.901 0.0947
H 1.646 -3.404 -2.366 0.1223
H 2.834 -3.605 -4.929 0.0905
H -2.099 -4.782 -2.221 -0.1021
H -4.335 -4.975 -1.527 0.0833
H -6.077 -2.664 -3.689 0.0984
H -1.869 1.748 -5.489 0.1580
O -1.324 -3.543 1.528 0.0932
C -1.961 -3.112 2.469 -0.3732
C -3.327 -2.563 2.288 0.0206
C -4.020 -2.091 3.321 0.0299
C -3.457 -2.095 4.694 -0.3867
O -4.089 -1.666 5.637 0.1003
C -2.090 -2.646 4.872 0.0273
C -1.397 -3.118 3.840 0.0183
H -3.719 -2.570 1.278 0.0763
H -5.018 -1.684 3.210 0.1247
H -1.697 -2.641 5.881 0.1216
H -0.405 -3.526 3.949 0.0789
O 2.091 5.804 -0.971 0.0933
C 1.506 4.782 -0.675 -0.4285
C 0.250 4.388 -1.357 0.0311
C -0.393 3.272 -1.027 0.0302
C 0.121 2.374 0.034 -0.3767
O -0.464 1.353 0.330 0.1035
C 1.380 2.765 0.719 0.0276
C 2.022 3.883 0.389 0.0061
H -0.111 5.057 -2.128 0.1291
H -1.315 2.960 -1.510 0.0853
H 1.738 2.096 1.491 0.1234
H 2.941 4.190 0.874 0.1275
O -1.783 5.100 1.715 0.1026
C -1.183 5.853 2.454 -0.3811
C -0.061 6.685 1.956 0.0224
C 0.603 7.507 2.763 0.0312
C 0.245 7.628 4.199 -0.3853
O 0.847 8.378 4.936 0.1105
C -0.879 6.796 4.698 0.0223
C -1.541 5.973 3.889 0.0219
H 0.182 6.583 0.906 0.1070
H 1.426 8.120 2.418 0.1259
H -1.123 6.898 5.747 0.1224
H -2.363 5.358 4.232 0.1229
O 0.422 -5.338 5.006 0.0948
C 1.621 -5.214 5.147 -0.3752
C 2.319 -5.771 6.332 0.0226
C 3.633 -5.633 6.486 0.0225
C 4.457 -4.918 5.479 -0.3860
O 5.653 -4.794 5.619 0.1109
C 3.758 -4.362 4.293 0.0241
C 2.444 -4.500 4.138 0.0229
H 1.701 -6.289 7.054 0.1226
H 4.161 -6.030 7.343 0.1227
H 4.376 -3.845 3.570 0.1229
H 1.916 -4.104 3.279 0.1204
O 4.007 -0.356 -3.468 0.1021
C 4.442 0.624 -2.901 -0.3639
C 3.623 1.854 -2.767 0.0386
C 4.096 2.933 -2.148 0.0244
C 5.460 2.949 -1.562 -0.3806
O 5.889 3.928 -0.994 0.1127
C 6.279 1.717 -1.698 0.0236
C 5.807 0.639 -2.319 0.0240
H 2.630 1.820 -3.202 0.1134
H 3.518 3.843 -2.041 0.1044
H 7.271 1.749 -1.266 0.1226
H 6.386 -0.269 -2.428 0.1223
```

Values from the calculation:
- highest occupied orbital energy (eV) = -8.5
- SMILES string = NP(O)c1c2c(c(CCCO)c(S)c1P(=O)(O)O)C(=O)NC2=O.O=C1C=CC(=O)C=C1.O=C1C=CC(=O)C=C1.O=C1C=CC(=O)C=C1.O=C1C=CC(=O)C=C1.O=C1C=CC(=O)C=C1
- frontier orbital gap (eV) = 6.72

3.
Formula: C8H16N2O
Source: the OMol25 dataset
Level of theory: wB97M-V/def2-TZVPD

```
27
Properties=species:S:1:pos:R:3:lowdin_charge:R:1
C 10.931 1.087 0.968 0.0804
C 10.076 2.160 -1.299 0.2018
C -11.794 2.492 0.249 0.0140
C 10.317 -2.677 0.737 -0.1114
C -12.438 1.214 0.577 0.0716
C -12.101 -0.067 -0.014 -0.1543
C 11.515 -2.300 -0.082 -0.2661
C -10.833 -0.124 -1.059 -0.0122
N 11.390 0.015 0.627 0.0070
N 11.768 -0.885 -0.084 0.0969
O 9.775 1.859 -0.223 0.1055
H 11.233 1.781 1.755 0.1360
H 10.741 2.203 -2.159 0.1441
H -12.365 2.667 -0.745 0.1889
H -10.741 2.124 0.098 0.1107
H -11.885 3.300 1.006 0.1217
H 9.457 -1.969 0.510 0.0988
H 10.231 -3.798 0.388 0.1222
H 10.630 -2.865 1.782 0.0826
H -13.054 -0.675 -0.207 0.1779
H -11.587 -0.605 0.767 0.1548
H -13.235 0.934 1.168 0.1151
H -11.356 -0.275 -2.068 0.1195
H 11.447 -2.710 -1.170 0.1563
H 12.431 -2.736 0.414 0.1460
H -10.336 0.803 -1.047 0.0327
H -10.219 -0.954 -0.891 0.0595
```

Values from the calculation:
- ΔE to the lowest compared entry with this formula, charge and spin (eV) = 8.116
- highest occupied orbital energy (eV) = -13.5
- net charge = +2
- frontier orbital gap (eV) = 6.22

4.
Formula: CH4N3S
Source: the OMol25 dataset
Level of theory: wB97M-V/def2-TZVPD

```
9
Properties=species:S:1:pos:R:3:lowdin_charge:R:1
N -2.335 -0.786 -0.138 0.3025
N -1.418 -0.107 0.036 -0.0731
N -0.502 0.568 0.168 0.1643
C 0.950 0.663 -0.370 -0.4273
S 1.903 -0.820 0.015 0.8183
H -2.927 -1.044 0.620 0.1518
H 0.661 0.406 -1.433 0.0987
H 1.376 1.676 -0.104 0.1221
H 2.292 -0.556 1.206 -0.1572
```

Values from the calculation:
- ΔE to the lowest compared entry with this formula, charge and spin (eV) = 2.180
- highest occupied orbital energy (eV) = -14.6
- net charge = +1
- SMILES string = N=[N+]=NCS
- frontier orbital gap (eV) = 8.69

5.
Formula: C3N2O
Source: the OMol25 dataset
Level of theory: wB97M-V/def2-TZVPD

```
6
Properties=species:S:1:pos:R:3:lowdin_charge:R:1
N 2.010 -0.605 0.353 0.2171
C 0.986 -0.691 -0.177 -0.1100
C -0.405 -0.349 -0.479 -0.3761
O -1.126 -0.891 -1.267 0.1688
C -0.700 0.820 0.419 -0.1012
N -0.765 1.717 1.151 0.2014
```

Values from the calculation:
- ΔE to the lowest compared entry with this formula, charge and spin (eV) = 0.458
- highest occupied orbital energy (eV) = -12.9
- SMILES string = N#CC(=O)C#N
- frontier orbital gap (eV) = 10.77

6.
Formula: C4H12N2OS
Source: the OMol25 dataset
Level of theory: wB97M-V/def2-TZVPD

```
20
Properties=species:S:1:pos:R:3:lowdin_charge:R:1
C 1.626 0.067 0.097 -0.1161
N 0.658 -0.874 -0.526 -0.6017
C 1.125 -1.585 -1.743 -0.1071
S -0.279 -1.678 0.554 0.8834
O 0.826 -2.736 1.330 -0.4405
H 1.106 0.718 0.741 0.0356
H 2.385 -0.488 0.567 0.0589
H 1.800 0.562 -0.822 0.0763
H 1.017 -0.941 -2.549 0.0542
H 2.147 -2.008 -1.530 0.1056
H 0.499 -2.421 -1.851 0.0475
H 1.481 -2.058 1.544 -0.0113
C -1.539 1.216 1.738 -0.0497
N -1.110 1.386 0.534 -0.1327
C -1.899 2.039 -0.444 -0.1522
H -0.916 0.847 2.443 0.0179
H -2.626 1.286 1.929 0.0824
H -1.644 3.107 -0.302 0.0898
H -1.678 1.760 -1.487 0.0740
H -2.980 1.799 -0.223 0.0857
```

Values from the calculation:
- ΔE to the lowest compared entry with this formula, charge and spin (eV) = 3.716
- highest occupied orbital energy (eV) = -8.2
- SMILES string = CN(C)SO.C=NC
- frontier orbital gap (eV) = 9.02

7.
Formula: C5H5NO
Source: the OMol25 dataset
Level of theory: wB97M-V/def2-TZVPD

```
12
Properties=species:S:1:pos:R:3:lowdin_charge:R:1
O 0.423 0.075 1.968 0.0874
C 1.041 0.208 0.945 -0.4492
C 2.364 0.869 0.598 0.0920
C 2.660 0.022 -0.406 -0.0211
C 1.171 -0.067 -0.477 -0.0018
H 3.615 -0.242 -0.875 0.1147
H 0.493 0.349 -1.240 0.0972
C -2.629 -0.363 -0.363 -0.1040
N -1.554 0.242 -0.092 0.0251
H -3.214 -0.843 0.423 0.0677
H -2.992 -0.395 -1.393 0.0610
H -1.378 0.145 0.911 0.0311
```

Values from the calculation:
- ΔE to the lowest compared entry with this formula, charge and spin (eV) = 5.742
- highest occupied orbital energy (spin up / spin down) (eV) = -9.1 / -9.1
- SMILES string = O=C1C2=C[C@@H]12.C=N
- frontier orbital gap (spin up / spin down) (eV) = 8.94 / 8.94

8.
Formula: C31H37CeF4N2O6P2S2Si
Source: the OMol25 dataset
Level of theory: wB97M-V/def2-TZVPD

```
86
Properties=species:S:1:pos:R:3:lowdin_charge:R:1
Ce 12.977 13.717 10.801 1.0754
C 13.113 14.229 15.094 -0.2654
P 12.333 15.129 13.714 0.8769
C 12.557 16.919 14.100 -0.2444
C 10.558 14.846 13.817 -0.3842
C 9.997 14.357 14.996 -0.0847
C 8.651 14.007 15.023 -0.0775
C 7.836 14.216 13.924 -0.0681
C 8.370 14.758 12.760 -0.1013
C 9.716 15.027 12.681 -0.3960
P 10.302 15.652 11.082 0.9028
C 10.013 17.478 11.162 -0.2408
C 9.116 15.066 9.802 -0.2507
H 12.798 13.170 15.074 0.0472
H 12.895 14.719 16.045 0.0405
H 14.208 14.228 14.950 0.0443
H 11.815 17.235 14.853 0.0521
H 12.434 17.469 13.162 0.0117
H 13.581 17.074 14.449 0.0416
H 10.602 14.296 15.898 0.1024
H 8.260 13.608 15.966 0.1135
H 6.778 13.943 13.987 0.1118
H 7.681 15.082 11.960 0.1095
H 8.926 17.713 11.078 0.0504
H 10.514 17.921 10.292 0.0347
H 10.390 17.914 12.100 0.0340
H 8.213 15.704 9.786 0.0434
H 8.848 14.013 9.955 0.0498
H 9.624 15.189 8.826 0.0280
C 11.186 14.465 6.070 -0.1699
Si 12.512 13.749 7.204 0.4799
C 11.725 12.142 7.847 -0.2532
C 14.134 13.197 6.345 -0.1484
N 12.893 14.728 8.600 -0.1904
C 13.368 16.031 8.483 -0.2943
C 13.615 16.703 7.237 -0.0378
C 13.940 18.051 7.165 -0.0920
C 14.149 18.789 8.341 -0.1052
C 13.937 18.178 9.586 -0.0382
C 13.553 16.849 9.618 -0.2133
F 13.464 16.228 10.897 -0.1479
H 10.970 13.737 5.255 0.0418
H 11.503 15.413 5.600 0.0180
H 10.226 14.645 6.595 0.0238
H 11.837 11.274 7.185 0.1001
H 10.684 12.190 8.162 0.0844
H 13.216 11.166 8.953 0.0423
H 13.940 12.559 5.469 0.0310
H 14.800 12.640 7.027 0.0369
H 14.685 14.097 6.003 0.0222
H 13.534 16.125 6.303 0.0864
H 14.035 18.553 6.198 0.1069
H 14.452 19.840 8.305 0.0999
H 14.080 18.755 10.506 0.1227
O 12.252 12.208 12.935 -0.4365
S 10.990 11.614 12.413 0.5814
O 9.861 11.390 13.350 -0.2954
O 10.680 12.389 11.131 -0.4203
C 11.465 10.011 11.726 -0.2330
C 10.288 9.301 11.459 -0.0705
C 10.373 8.001 11.034 -0.0756
C 11.622 7.467 10.743 -0.0628
C 12.752 8.283 10.853 -0.1225
C 12.719 9.573 11.342 -0.2292
S 14.441 10.357 10.832 0.9433
O 14.305 10.212 9.331 -0.4668
O 12.517 11.941 8.997 -0.3143
O 14.317 11.848 11.216 -0.6637
H 9.348 9.862 11.578 0.1221
H 9.476 7.417 10.854 0.1083
H 11.714 6.439 10.374 0.1100
H 13.735 7.909 10.507 0.1067
F 20.534 13.303 11.365 0.1131
C 19.998 14.554 11.195 -0.5073
F 20.666 15.397 12.055 0.1193
F 20.350 14.970 9.934 0.1140
C 18.513 14.530 11.367 -0.0877
C 17.895 13.514 12.165 0.0466
C 16.507 13.540 12.243 -0.1168
N 15.731 14.463 11.673 0.0501
C 16.352 15.468 11.046 -0.0918
C 17.711 15.523 10.786 0.0329
H 18.502 12.742 12.647 0.1284
H 15.987 12.783 12.843 0.1212
H 15.710 16.266 10.706 0.0958
H 18.143 16.311 10.149 0.1383
```

Values from the calculation:
- ΔE to the lowest compared entry with this formula, charge and spin (eV) = 0.000
- multiplicity = 2
- ⟨S²⟩ = 0.75
- highest occupied orbital energy (spin up / spin down) (eV) = -7.7 / -7.7
- frontier orbital gap (spin up / spin down) (eV) = 7.28 / 7.29

Per-record max |F|, hartree/bohr: 0.0320 0.0377 0.1007 0.0636 0.0298 0.1064 0.0245 0.0591